(1)
C35H52N4RuS2Sb2Si | ωB97M-V with the def2-TZVPD basis set

As for the expectation value of S²: 8.772. The HOMO-LUMO gap (spin up / spin down) is 6.652 / 6.762 eV. The calculation puts the energy relative to the best compared isomer or geometry (same formula, charge and spin) at 51.8 kJ/mol. Its lowest unoccupied orbital energy (spin up / spin down) is -3.0 / -3.6 eV. The HOMO energy (spin up / spin down) is -9.7 / -10.4 eV. Its total charge is +1. Its spin multiplicity is 6.

Each line ends with the Löwdin charge.
CARTESIAN COORDINATES (ANGSTROEM)
Sb -2.2915 -2.0847 -0.0234  1.22
Sb -2.2842 1.3787 -0.1432  1.23
Ru 0.2734 -0.2486 0.2588  0.86
S 0.9183 2.0132 -0.5394  0.52
S 0.9232 -2.6343 -0.7300  0.58
Si 3.9447 4.0199 -0.7884  0.52
N 2.5419 0.0736 -0.3008  -0.10
N 1.9644 -1.5310 -2.9290  0.13
N 2.7516 -2.2371 3.6528  -0.26
N -0.1344 -2.5209 -3.1488  0.12
C 0.6844 -0.9722 3.2644  -0.28
C -3.5103 0.9515 -1.8380  -0.30
C 3.6747 -0.6198 -0.2746  -0.17
C -5.8419 1.3968 1.3119  -0.05
C -2.8421 3.4331 0.0102  -0.29
C -0.7440 1.2222 4.2271  -0.08
C 2.3356 4.9370 -1.0321  -0.21
C -5.3239 -0.7999 0.4675  -0.27
C -1.4992 -2.6117 -5.1577  0.01
C -0.2603 -2.1825 -4.4527  -0.24
C 2.5655 1.4029 -0.4839  -0.72
C 0.7702 -1.4684 -5.0086  0.05
C 5.0549 4.3051 -2.2723  -0.17
C 3.5041 -3.4185 3.2813  -0.10
C -0.4446 1.1125 2.8803  -0.18
C 4.9156 1.3817 -0.5826  -0.07
C -7.5752 0.1018 0.2983  -0.07
C 0.3585 -0.8697 4.6167  -0.04
C 1.5472 -2.1358 2.8426  -0.22
C 3.0455 -0.3935 -4.7323  0.00
C 4.8993 0.0015 -0.4201  -0.05
C -7.1612 1.2707 0.9194  -0.07
C -4.4552 -1.9980 0.1689  -0.30
C -6.6600 -0.9124 0.0831  -0.05
C 0.2347 -0.0003 2.3622  -0.23
C -4.9099 0.3790 1.0967  -0.30
C 3.7437 2.1378 -0.6210  -0.24
C -1.8566 -2.9186 1.8887  -0.29
C 3.5796 -1.0510 3.5570  -0.08
C -0.3609 0.2089 5.0973  -0.06
C 4.7845 4.6024 0.7806  -0.17
C 1.8839 -1.1632 -4.2003  -0.27
C -2.4515 -3.9612 -1.0488  -0.33
C -3.4972 0.6268 1.4898  -0.34
C 0.9473 -2.1765 -2.3791  -0.75
H 6.0325 3.8376 -2.1617  0.03
H -4.7787 -2.4024 -0.7934  0.05
H 0.9961 -3.0739 2.9726  0.11
H -2.8151 -3.8413 -2.0699  0.00
H -1.5692 -3.6998 -5.1726  0.10
H -1.4982 -2.2491 -6.1813  0.09
H -0.7162 1.9364 2.2243  0.05
H -2.0273 -2.1802 2.6708  0.01
H -6.9878 -1.8261 -0.3972  0.11
H -4.6501 -2.7906 0.8986  0.07
H -3.3894 1.7700 -2.5456  0.01
H -2.5380 3.9633 -0.8881  0.01
H -1.2623 2.0954 4.5999  0.11
H 3.0470 -0.1818 3.9394  0.09
H 3.8689 -3.3788 2.2424  0.08
H 1.7868 -2.0575 1.7622  0.05
H 4.3663 -3.5339 3.9373  0.09
H 2.9467 -0.1807 -5.7930  0.08
H -2.4991 -3.7845 2.0479  0.02
H 0.7091 -1.6371 5.2951  0.12
H -2.3708 3.8940 0.8744  0.01
H -0.5991 0.2748 6.1505  0.11
H -1.4960 -4.4830 -1.0423  0.00
H 3.1265 0.5433 -4.1796  0.09
H 5.2215 5.3728 -2.4168  0.04
H 3.9635 -0.9519 -4.5504  0.10
H 2.5716 5.9930 -1.1753  0.04
H 5.8734 1.8783 -0.6823  0.11
H 1.7897 4.5939 -1.9093  0.02
H -8.6028 -0.0207 -0.0139  0.11
H 0.7284 -1.1655 -6.0430  0.13
H -0.8138 -3.2304 1.9283  -0.02
H 3.8993 -0.8349 2.5259  0.08
H 5.0387 5.6600 0.7209  0.04
H -2.9997 -0.2353 1.9342  0.02
H 4.4734 -1.1937 4.1639  0.09
H 5.8116 -0.5760 -0.3987  0.11
H 4.1305 4.4639 1.6420  0.04
H -3.1840 -4.5516 -0.5006  0.02
H 3.5757 -1.6894 -0.1475  0.08
H -5.5177 2.3009 1.8128  0.11
H -3.4378 1.4200 2.2379  0.07
H -3.9252 3.4708 0.1118  0.01
H -2.3806 -2.2193 -4.6491  0.09
H 1.6756 4.8528 -0.1717  0.01
H -7.8608 2.0743 1.1033  0.11
H 4.5998 3.9154 -3.1835  0.03
H -3.2173 0.0208 -2.3213  -0.02
H -0.8684 -3.0466 -2.6856  0.09
H -4.5527 0.8920 -1.5274  0.01
H 2.8778 -4.3052 3.3836  0.09
H 5.7050 4.0503 0.9727  0.03



(2)
C57H47GeN2O2SSrTe | ωB97M-V with the def2-TZVPD basis set

As for the expectation value of S²: 0.762. The HOMO-LUMO gap (spin up / spin down) is 6.553 / 5.196 eV. The calculation puts the energy relative to the best compared isomer or geometry (same formula, charge and spin) at 139.8 kJ/mol. Its lowest unoccupied orbital energy (spin up / spin down) is 0.0 / -1.4 eV. The HOMO energy (spin up / spin down) is -6.6 / -6.6 eV. Its total charge is 0. Its spin multiplicity is 2.

Each line ends with the Löwdin charge.
CARTESIAN COORDINATES (ANGSTROEM)
Te 0.6061 -1.4501 4.4772  1.45
Sr -0.4739 1.0380 0.7618  1.17
Ge -2.2647 0.0308 -1.3158  0.87
S 0.1003 1.1715 3.6373  0.54
O 1.6307 1.1727 0.7426  -0.41
O 0.8150 2.9180 -1.1425  0.04
N 0.5533 -1.3453 0.9773  0.00
N -2.8533 1.5463 3.0465  0.13
C -3.0477 2.4840 6.6393  -0.04
C 2.6559 -1.2320 4.0731  -0.52
C -4.1193 1.6538 2.7024  -0.30
C -0.5385 -3.1515 -3.6810  -0.11
C 3.2606 -1.2189 -1.4181  0.03
C -6.2061 -2.6933 -0.9281  -0.11
C -0.7887 1.9485 6.0542  -0.12
C -2.8301 1.4779 -2.5755  -0.34
C 3.5511 -2.0167 4.7944  -0.15
C 0.5870 -2.5573 -4.2342  -0.10
C -4.5025 1.3336 1.2929  -0.03
C -3.8919 -2.2592 -0.4509  -0.15
C -0.3261 -2.2955 1.6542  -0.31
C -3.1871 2.3650 -4.8115  -0.09
C -5.1016 -0.7626 -1.8547  -0.10
C -3.4481 2.2141 5.3090  -0.16
C -1.3891 -2.4155 -2.8628  -0.12
C 5.3684 -1.1026 3.5131  -0.08
C 1.9482 4.9245 -2.7304  -0.01
C 0.8508 -1.2218 -3.9600  -0.09
C 0.0052 -0.5018 -3.1266  -0.13
C 2.0524 -3.1526 0.3078  -0.20
C 3.9499 6.1769 -3.1703  -0.08
C 4.7035 5.2155 -2.5126  -0.08
C -2.5067 1.8018 4.3432  -0.23
C 4.0820 4.0970 -1.9763  -0.03
C -1.7406 2.3569 7.0056  -0.07
C -5.0202 -3.0539 -0.3021  -0.10
C -4.7945 2.3384 4.8993  -0.01
C 2.7038 3.9527 -2.0791  -0.15
C 1.3390 -4.0253 -0.5052  -0.02
C 1.6272 -1.7174 0.3781  -0.19
C 2.7880 -5.8261 0.1608  -0.08
C -3.5661 3.5939 -4.2870  -0.11
C 3.1135 -0.3736 3.0784  -0.14
C 3.8383 -0.3871 -2.3696  -0.27
C 1.7090 -5.3615 -0.5773  -0.06
C -3.2065 2.7259 -2.0770  -0.14
C 3.1545 -3.6103 1.0236  -0.03
C 4.4733 -0.3154 2.8022  -0.07
C 4.7141 -0.9542 -3.4533  -0.05
C 4.9088 -1.9515 4.5097  -0.09
C 1.9878 2.7921 -1.4745  -0.28
C 2.5720 6.0302 -3.2819  -0.07
C 0.2150 -2.8892 2.9446  -0.43
C -2.8270 1.3258 -3.9645  -0.11
C -6.2421 -1.5439 -1.7041  -0.10
C 2.4281 -0.7482 -0.4060  -0.07
C 3.5121 -4.9488 0.9583  -0.07
C -1.1351 1.6657 4.7499  -0.62
C 2.6638 1.4718 -1.3466  -0.09
C -3.5772 3.7733 -2.9123  -0.10
C 3.4817 0.9564 -2.3429  0.01
C 2.2381 0.6533 -0.2751  -0.34
C -5.1285 2.0550 3.6158  -0.01
C -3.9007 -1.0976 -1.2293  -0.36
C -1.1384 -1.0743 -2.5610  -0.34
H -3.2105 2.8974 -1.0028  0.06
H 6.4266 -1.0553 3.2914  0.10
H 4.3626 -5.3056 1.5246  0.10
H -0.6269 -3.1042 0.9807  0.11
H 4.6631 3.3427 -1.4607  0.12
H -3.8465 4.4058 -4.9460  0.09
H -1.4293 2.5681 8.0190  0.11
H 1.7157 -0.7379 -4.3953  0.10
H 2.4345 0.2378 2.4992  0.04
H 1.9855 6.7798 -3.7963  0.10
H 0.5146 -3.6501 -1.1005  0.11
H -1.2437 -1.7503 1.9022  0.09
H -2.2789 -2.8947 -2.4697  0.08
H 3.8021 1.6061 -3.1516  0.13
H 4.8238 0.3440 2.0189  0.11
H -2.9776 -2.5493 0.0614  0.08
H 4.4363 7.0441 -3.5976  0.10
H -7.1610 -1.2562 -2.2002  0.10
H -3.7976 2.8017 7.3531  0.11
H -5.5426 2.6572 5.6154  0.12
H 3.7223 -2.9205 1.6364  0.11
H 5.6043 -2.5630 5.0692  0.10
H -4.0884 0.3743 0.9911  0.05
H 3.1945 -2.6832 5.5694  0.09
H -2.5355 0.3734 -4.3933  0.10
H 3.0730 -6.8684 0.1048  0.10
H -0.5243 -3.5679 3.3702  0.05
H -0.7674 -4.1875 -3.9031  0.10
H 5.7747 5.3352 -2.4183  0.10
H -3.1738 2.2160 -5.8842  0.10
H 5.0441 -0.1731 -4.1388  0.08
H 0.8764 4.7949 -2.7927  0.12
H -4.1046 2.0773 0.5985  0.06
H -3.8670 4.7280 -2.4910  0.10
H 1.1562 -6.0366 -1.2178  0.11
H -5.1508 0.1285 -2.4705  0.09
H 0.2511 1.8502 6.3376  0.10
H 0.2354 0.5438 -2.9349  0.10
H 3.4173 -2.2888 -1.5069  0.13
H -7.0923 -3.3043 -0.8136  0.09
H -6.1496 2.1323 3.2700  0.11
H -5.5831 1.3003 1.1668  0.09
H -4.9775 -3.9504 0.3046  0.09
H 4.1839 -1.7083 -4.0394  0.07
H 5.6053 -1.4305 -3.0410  0.08
H 1.2439 -3.1240 -4.8823  0.09
H 1.1454 -3.4349 2.8119  0.05



(3)
C27H48Br13N2O3P | ωB97M-V with the def2-TZVPD basis set

The HOMO-LUMO gap is 7.319 eV. Its SMILES is C=C[C@](C#N)([C@](C#N)(CCCBr)CCCCCC)P(=O)(O)O.BrCCBr.BrCCBr.BrCCBr.BrCCBr.BrCCBr.BrCCBr. Its lowest unoccupied orbital energy is -0.9 eV. The HOMO energy is -8.2 eV. Its total charge is 0.

Each line ends with the Löwdin charge.
CARTESIAN COORDINATES (ANGSTROEM)
Br -0.7223 -5.3359 -2.8607  0.61
Br 3.7101 8.8294 -3.3222  0.63
Br 5.3493 2.6087 -4.8057  0.59
Br -0.7733 4.3587 -4.3602  0.59
Br 6.3057 7.7926 -5.7373  0.61
Br 1.0095 2.3345 5.5991  0.77
Br -0.2796 8.0176 -4.5576  0.60
Br -3.3476 -6.7186 -0.7205  0.63
Br 1.5355 4.9913 3.0879  0.63
Br -2.8319 -5.6535 3.2139  0.60
Br -3.7716 -9.1578 3.9306  0.60
Br 2.5484 3.0904 -2.4552  0.59
Br 1.1398 -5.8638 1.0380  0.67
P 1.0366 -0.8305 3.3631  0.47
O 1.2404 -2.2887 3.3959  -0.24
O 2.3945 -0.0954 3.7846  -0.13
O -0.0241 -0.3777 4.4547  -0.15
N -2.0332 -2.1300 2.6336  0.24
N 2.9120 -0.1327 0.3855  0.22
C 1.9219 -0.1464 0.9649  -0.23
C 2.5168 3.5405 5.3585  -0.65
C 0.3028 1.3538 1.8382  -0.13
C 0.5018 5.3900 -5.4047  -0.69
C 4.0556 1.8623 -2.3563  -0.70
C -1.7113 -7.2345 3.3872  -0.69
C -1.4012 0.1008 0.1208  -0.12
C 1.0218 6.5734 -4.6350  -0.72
C 5.3209 2.5007 -2.8616  -0.70
C -0.4950 -0.9198 0.8800  -0.32
C -0.6329 1.9031 2.7080  0.00
C 2.0698 4.9210 4.9580  -0.69
C 4.3205 9.7052 -4.9486  -0.69
C 0.9474 -3.0891 0.4666  -0.28
C -2.3804 -0.5180 -0.8979  -0.18
C 0.0587 -1.9674 -0.0879  -0.13
C 4.6197 8.7130 -6.0405  -0.70
C -1.3665 -1.5190 1.9249  -0.18
C -3.6146 -1.2255 -0.3274  -0.21
C -2.3630 -8.4499 2.7870  -0.70
C 0.1467 -4.1825 1.1818  -0.59
C -5.5454 -2.4271 1.6981  -0.11
C -5.7595 -1.0434 1.0600  -0.26
C -2.3841 -7.5571 -2.1915  -0.68
C -4.4613 -0.3725 0.6112  -0.23
C -0.9348 -7.1510 -2.2005  -0.69
C 0.6398 -0.1349 1.6921  -0.34
H 3.1709 3.0791 4.6252  0.05
H -0.4815 -7.1774 -1.2135  0.01
H -2.7574 0.3331 -1.4771  0.12
H -6.4040 -2.6411 2.3373  0.07
H 6.1837 1.8947 -2.5946  0.06
H -3.8741 -0.2048 1.5230  0.09
H 5.4581 3.5111 -2.4905  0.05
H 3.0180 3.5690 6.3236  0.06
H -1.4953 -7.3508 4.4445  0.05
H 1.8900 6.9986 -5.1313  0.02
H 1.3644 -3.5806 -0.4171  0.09
H -1.5941 2.2358 2.3069  0.07
H -2.8151 -8.2479 1.8214  0.00
H -0.7553 -2.4764 -0.6043  0.11
H -2.0106 0.6592 0.8224  0.09
H 0.8113 2.0374 1.1553  0.11
H 1.8072 -2.7618 1.0438  0.09
H 1.3137 4.6998 -5.6263  0.06
H -2.4791 -8.6291 -2.0321  0.06
H 3.5039 10.3605 -5.2447  0.06
H -0.7951 -6.9946 2.8542  -0.01
H -1.8859 -1.1457 -1.6388  0.10
H -0.7689 0.7782 -0.4557  0.13
H -0.0705 -3.9468 2.2147  0.03
H 1.2805 6.3281 -3.6102  0.04
H -0.3622 -7.7803 -2.8785  0.06
H 1.2239 5.2729 5.5392  0.05
H 4.1495 1.6061 -1.3035  0.03
H -6.1755 -0.4145 1.8543  0.10
H -6.5193 -1.0668 0.2762  0.10
H 3.8572 7.9465 -6.1317  0.03
H -0.7038 -1.0694 4.5174  0.09
H 4.7369 9.2224 -6.9943  0.06
H -4.2434 -1.5374 -1.1686  0.12
H 0.0014 5.6698 -6.3261  0.05
H -4.6652 -2.4416 2.3391  0.05
H -5.5052 -3.1939 0.9247  0.07
H -3.3236 -2.1482 0.1809  0.09
H 0.6006 -1.4286 -0.8698  0.13
H 2.8919 5.6274 5.0483  0.06
H -2.9050 -7.2802 -3.1022  0.05
H 3.7752 0.9764 -2.9161  0.05
H -0.4444 2.1128 3.7671  -0.06
H 5.1839 10.3033 -4.6770  0.05
H -1.6403 -9.2575 2.6894  0.06
H -4.6613 0.6274 0.2128  0.12
H 3.0741 -0.7854 3.7373  0.10
H -0.7524 -4.3532 0.5922  0.04